Below is 22 unconnected molecules or ions with the total composition C88H158ClF18N26O10P3 in a non-equilibrium geometry, with properties calculated with the ωB97M-V functional and the def2-TZVPD basis.

Summary:
Charge: +4
Calculated total energy, Eh: -8905.4890
HOMO-LUMO gap, eV: 6.70

Last column: Mulliken charge in e.
Positions of all 304 atoms, in Å:
C1 -5.096 -6.008 -2.766  -1.83
C2 -4.021 -5.990 -1.734  1.40
N1 -4.448 -5.199 -0.524  0.91
C3 -3.665 -4.399 0.345  -0.11
C4 -4.487 -3.835 1.237  -1.46
N2 -5.769 -4.197 0.849  0.45
C5 -5.711 -5.084 -0.168  -0.65
C6 -6.974 -3.579 1.436  -0.63
H1 -4.781 -6.647 -3.612  0.39
H2 -5.272 -4.966 -3.109  0.29
H3 -5.992 -6.458 -2.393  0.66
H4 -3.086 -5.569 -2.148  -0.58
H5 -3.820 -7.066 -1.449  0.11
H6 -2.594 -4.403 0.151  0.20
H7 -4.272 -3.265 2.126  0.87
H8 -6.496 -5.573 -0.707  0.48
H9 -7.828 -3.661 0.826  0.39
H10 -6.743 -2.527 1.605  0.01
H11 -7.206 -4.053 2.394  0.34
C7 3.369 -2.130 -0.395  0.21
C8 2.864 -1.521 -1.755  -0.40
N3 1.347 -1.423 -1.766  1.50
C9 0.682 -0.927 -2.846  -1.42
C10 -0.607 -0.808 -2.483  -0.71
N4 -0.691 -1.108 -1.142  1.27
C11 0.511 -1.514 -0.701  0.10
C12 -1.854 -1.055 -0.258  1.36
H12 3.230 -1.443 0.446  -0.20
H13 4.457 -2.324 -0.415  0.37
H14 2.934 -3.136 -0.351  -0.09
H15 3.231 -2.140 -2.614  0.31
H16 3.251 -0.531 -2.040  -0.30
H17 1.185 -0.630 -3.742  0.67
H18 -1.498 -0.367 -2.984  0.70
H19 0.669 -1.807 0.329  -0.46
H20 -2.330 -0.066 -0.353  0.25
H21 -1.600 -1.264 0.803  -0.27
H22 -2.585 -1.803 -0.628  -1.61
C13 -1.788 -2.866 -5.469  -1.12
C14 -2.949 -3.573 -4.866  -0.27
N5 -3.872 -2.785 -4.101  0.60
C15 -3.825 -2.788 -2.648  0.22
C16 -4.673 -1.775 -2.306  -0.35
N6 -5.245 -1.207 -3.419  0.59
C17 -4.682 -1.833 -4.499  -0.60
C18 -6.183 -0.121 -3.412  -1.00
H23 -1.066 -2.524 -4.760  0.08
H24 -2.046 -1.912 -5.955  0.42
H25 -1.329 -3.514 -6.213  0.41
H26 -2.593 -4.360 -4.237  -0.03
H27 -3.541 -4.083 -5.688  0.41
H28 -3.114 -3.448 -2.151  -0.18
H29 -4.981 -1.437 -1.340  0.20
H30 -4.832 -1.534 -5.552  0.46
H31 -5.648 0.826 -3.433  0.30
H32 -6.787 -0.224 -2.496  0.40
H33 -6.863 -0.144 -4.276  0.26
C19 -4.457 -8.707 2.280  -1.00
C20 -3.010 -8.473 2.620  -0.49
N7 -2.214 -8.109 1.480  0.34
C21 -1.730 -6.832 1.339  -0.71
C22 -1.005 -6.811 0.125  -0.56
N8 -1.111 -8.076 -0.406  0.42
C23 -1.842 -8.815 0.451  -0.40
C24 -0.503 -8.613 -1.567  -0.75
H34 -4.604 -9.243 1.278  0.27
H35 -5.000 -7.763 2.098  0.19
H36 -4.951 -9.345 3.024  0.41
H37 -2.598 -9.380 3.064  0.53
H38 -2.912 -7.755 3.408  0.17
H39 -1.888 -6.023 2.060  0.22
H40 -0.567 -5.944 -0.275  0.63
H41 -1.976 -9.864 0.371  0.53
H42 -0.850 -9.647 -1.672  0.34
H43 0.585 -8.755 -1.377  0.31
H44 -0.567 -8.051 -2.499  0.30
C25 8.947 9.182 -3.428  -1.03
C26 9.400 7.918 -2.706  -0.55
N9 8.665 6.758 -3.041  0.21
C27 7.425 6.436 -2.526  -1.14
C28 6.993 5.278 -3.127  -0.27
N10 8.007 4.898 -4.016  0.23
C29 8.961 5.784 -3.899  -0.10
C30 7.974 3.669 -4.777  -0.61
H45 7.941 9.451 -3.072  0.32
H46 8.974 9.115 -4.516  0.34
H47 9.558 10.019 -3.063  0.37
H48 9.302 8.134 -1.636  0.30
H49 10.398 7.654 -2.956  0.35
H50 6.959 7.065 -1.811  0.61
H51 6.150 4.645 -2.959  0.87
H52 9.832 5.776 -4.550  0.43
H53 8.310 3.917 -5.793  0.42
H54 6.952 3.290 -4.747  -0.02
H55 8.740 3.015 -4.324  0.36
C31 -5.361 7.160 -2.598  -1.09
C32 -6.122 5.820 -2.876  0.02
N11 -6.156 5.513 -4.323  0.38
C33 -6.863 6.295 -5.260  -0.32
C34 -6.626 5.695 -6.470  -0.69
N12 -5.850 4.595 -6.240  0.28
C35 -5.641 4.483 -4.939  0.06
C36 -5.318 3.614 -7.202  -0.52
H56 -4.271 7.016 -2.719  0.13
H57 -5.634 7.498 -1.582  0.37
H58 -5.666 7.922 -3.315  0.45
H59 -7.092 5.934 -2.485  0.38
H60 -5.597 4.978 -2.408  -0.21
H61 -7.310 7.176 -4.848  0.47
H62 -7.038 5.948 -7.405  0.47
H63 -5.125 3.663 -4.487  0.06
H64 -4.612 4.100 -7.836  0.34
H65 -6.052 3.173 -7.862  0.35
H66 -4.866 2.827 -6.581  0.00
C37 0.707 -3.001 7.882  -1.09
C38 1.531 -1.832 7.392  -0.45
N13 2.628 -2.250 6.528  0.34
C39 3.667 -3.081 6.856  -1.49
C40 4.295 -3.467 5.656  -0.33
N14 3.650 -2.796 4.640  1.37
C41 2.664 -2.077 5.177  -0.55
C42 3.916 -2.844 3.184  0.17
H67 0.199 -2.782 8.840  0.41
H68 1.253 -3.904 8.144  0.38
H69 -0.024 -3.312 7.074  0.08
H70 2.020 -1.459 8.284  0.50
H71 1.001 -1.036 6.940  0.22
H72 3.917 -3.183 7.897  0.61
H73 5.167 -4.052 5.514  0.76
H74 2.013 -1.453 4.582  0.35
H75 4.955 -3.038 2.979  -0.32
H76 3.650 -1.919 2.727  -0.07
H77 3.332 -3.724 2.802  -0.20
C43 7.661 -0.508 -1.775  -1.40
C44 6.550 0.031 -0.936  2.78
N15 6.934 1.169 -0.024  0.36
C45 7.262 2.451 -0.388  -0.26
C46 7.429 3.145 0.772  -0.79
N16 7.172 2.287 1.784  0.38
C47 6.842 1.070 1.302  -0.49
C48 7.363 2.510 3.242  -0.80
H78 8.089 0.185 -2.505  0.29
H79 7.188 -1.279 -2.438  0.42
H80 8.446 -1.158 -1.388  0.36
H81 6.130 -0.714 -0.274  -1.44
H82 5.708 0.341 -1.545  -0.92
H83 7.378 2.726 -1.426  0.58
H84 7.813 4.132 0.887  0.54
H85 6.562 0.122 1.836  0.62
H86 7.523 3.580 3.376  0.33
H87 8.221 1.964 3.514  0.35
H88 6.455 2.208 3.737  0.22
C49 -7.170 6.100 2.889  -1.00
C50 -7.673 4.659 2.783  -0.06
N17 -7.167 4.139 1.475  0.33
C51 -5.781 3.989 1.399  -1.45
C52 -5.586 3.318 0.225  -0.96
N18 -6.782 3.239 -0.451  0.80
C53 -7.766 3.735 0.377  -0.28
C54 -7.020 2.394 -1.588  -0.97
H89 -7.023 6.449 3.901  0.36
H90 -7.859 6.838 2.456  0.34
H91 -6.227 6.231 2.342  0.23
H92 -8.812 4.676 2.826  0.38
H93 -7.249 4.115 3.581  -0.07
H94 -5.175 4.052 2.295  0.99
H95 -4.646 3.022 -0.262  0.86
H96 -8.785 3.890 0.175  0.69
H97 -7.113 1.368 -1.251  0.33
H98 -6.257 2.300 -2.321  0.05
H99 -7.926 2.632 -2.153  0.43
C55 3.114 7.284 2.295  -1.27
C56 2.005 6.489 1.696  -0.63
N19 2.353 5.526 0.638  0.76
C57 2.743 5.885 -0.654  -1.48
C58 3.049 4.744 -1.270  -0.24
N20 2.792 3.691 -0.435  1.23
C59 2.396 4.223 0.714  -0.88
C60 3.002 2.282 -0.669  1.80
H100 4.006 6.716 2.526  0.32
H101 2.798 7.785 3.232  0.38
H102 3.512 8.096 1.686  0.35
H103 1.170 7.059 1.350  0.44
H104 1.542 5.810 2.411  0.36
H105 2.760 6.901 -0.994  0.65
H106 3.322 4.490 -2.292  0.62
H107 1.940 3.688 1.551  0.29
H108 3.315 2.094 -1.707  -1.84
H109 2.066 1.826 -0.420  0.15
H110 3.677 1.797 0.006  -0.04
C61 -3.164 -1.072 7.270  -1.25
C62 -3.183 0.224 6.535  -1.03
N21 -2.891 0.189 5.087  1.06
C63 -3.878 0.163 4.130  -0.74
C64 -3.296 0.470 2.926  -0.63
N22 -1.980 0.690 3.159  0.98
C65 -1.758 0.511 4.461  -1.02
C66 -0.927 1.158 2.227  0.35
H111 -3.433 -0.861 8.284  0.51
H112 -2.176 -1.556 7.287  0.07
H113 -3.922 -1.746 6.865  0.30
H114 -2.502 1.004 6.894  0.64
H115 -4.212 0.585 6.541  0.37
H116 -4.918 0.033 4.435  0.41
H117 -3.785 0.643 1.965  0.36
H118 -0.769 0.541 4.954  0.61
H119 0.000 0.989 2.741  -1.02
H120 -1.169 2.171 1.903  0.64
H121 -1.053 0.518 1.352  -0.29
C67 4.037 -6.417 0.491  -1.26
C68 5.033 -6.733 1.591  0.07
N23 4.491 -6.772 2.918  0.36
C69 5.197 -7.073 4.086  -0.64
C70 4.415 -6.886 5.158  -0.54
N24 3.205 -6.494 4.714  0.36
C71 3.262 -6.444 3.354  -0.64
C72 1.899 -6.165 5.407  -0.84
H122 3.566 -5.405 0.554  0.11
H123 3.255 -7.175 0.352  0.46
H124 4.622 -6.392 -0.451  0.53
H125 5.874 -6.032 1.537  -0.09
H126 5.388 -7.737 1.385  0.44
H127 6.221 -7.388 4.011  0.53
H128 4.622 -7.136 6.190  0.52
H129 2.425 -6.462 2.652  0.68
H130 1.719 -6.930 6.173  0.40
H131 1.175 -6.329 4.643  0.18
H132 1.917 -5.161 5.771  0.26
C73 -0.982 6.069 -4.309  -1.40
C74 -1.436 4.564 -4.590  0.17
N25 -0.402 3.739 -5.228  0.48
C75 -0.392 2.369 -5.117  0.09
C76 0.761 2.016 -5.742  -1.11
N26 1.412 3.100 -6.138  0.26
C77 0.663 4.185 -5.805  -0.07
C78 2.681 3.175 -6.829  -0.62
H133 -0.867 6.659 -5.194  0.57
H134 -0.203 6.009 -3.533  0.26
H135 -1.804 6.563 -3.750  0.12
H136 -2.150 4.635 -5.368  0.62
H137 -1.799 4.056 -3.715  -0.33
H138 -1.283 1.849 -4.753  -0.01
H139 1.204 1.051 -5.927  0.58
H140 0.802 5.237 -6.050  0.40
H141 2.600 2.804 -7.846  0.34
H142 3.402 2.543 -6.337  0.11
H143 2.964 4.209 -6.865  0.29
C79 5.192 0.796 -4.322  -1.10
C80 4.417 1.972 -3.802  0.37
O1 5.077 3.023 -3.499  -0.53
O2 3.203 1.767 -3.748  -0.40
H144 4.677 0.569 -5.284  0.40
H145 5.089 -0.086 -3.696  0.05
H146 6.269 0.862 -4.390  0.31
C81 -3.730 3.313 6.034  -1.26
C82 -4.933 3.477 4.955  0.85
O3 -5.904 2.672 5.058  -0.77
O4 -4.708 4.354 4.054  -0.83
H147 -3.831 4.102 6.780  0.53
H148 -2.778 3.477 5.530  0.22
H149 -3.795 2.411 6.623  0.30
C83 0.978 -4.644 -2.249  -1.17
C84 -0.536 -4.738 -2.464  -0.04
O5 -1.020 -5.519 -3.338  -0.85
O6 -1.173 -3.952 -1.705  0.34
H150 1.211 -5.629 -1.755  0.10
H151 1.201 -3.762 -1.642  -0.05
H152 1.620 -4.664 -3.124  0.51
C85 -6.765 0.175 2.054  -1.00
C86 -6.075 -0.463 0.834  -0.15
O7 -4.902 -0.934 1.040  0.16
O8 -6.593 -0.397 -0.301  -0.73
H153 -7.793 0.347 1.747  0.39
H154 -6.211 1.039 2.418  -0.07
H155 -6.604 -0.586 2.829  0.32
C87 7.385 -3.771 2.015  -1.10
C88 6.416 -2.856 1.287  0.73
O9 6.235 -1.724 1.815  -0.72
O10 5.826 -3.331 0.297  -0.73
H156 7.815 -4.597 1.479  0.42
H157 6.761 -4.248 2.753  0.00
H158 8.191 -3.291 2.523  0.38
Cl1 -3.663 1.362 -5.005  -0.65
P1 2.941 1.389 3.557  1.16
F1 2.000 0.661 4.627  -0.27
F2 1.723 2.358 3.103  -0.42
F3 3.444 2.424 4.739  -0.50
F4 3.961 2.195 2.590  -0.20
F5 4.193 0.362 3.930  -0.36
F6 2.365 0.406 2.394  -0.26
P2 -0.332 -3.630 3.349  1.89
F7 -0.243 -3.991 1.730  -0.47
F8 1.259 -4.161 3.478  -0.80
F9 0.139 -2.140 2.979  -0.26
F10 -0.345 -3.137 4.882  -0.17
F11 -1.865 -3.338 3.147  -0.31
F12 -0.810 -5.206 3.709  -0.40
P3 -1.396 3.869 -0.829  1.88
F13 -2.608 4.293 -1.867  -0.32
F14 -2.385 3.787 0.386  -0.43
F15 -1.629 2.255 -1.098  -0.44
F16 -0.214 3.441 0.236  -0.47
F17 -0.307 3.832 -2.062  -0.35
F18 -1.108 5.436 -0.503  -0.53